No. 1
The following is a quantum chemistry calculation of a structure of composition C29H41N5O3PScSi2Te, from the Open Molecules 2025 dataset.

DFT total energy ... -97377.8203 eV
Energy above the lowest of the compared OMol25 structures with the same formula, charge and spin ... 93.1 kJ/mol
Gap between HOMO and LUMO ... 0.2590 Ha
Highest occupied orbital energy ... -7.7 eV

ORCA input file:
```
! RIJCOSX wB97M-V def2-TZVPD def2/J DEFGRID3
* xyz 0 1
Sc 0.3930 -0.1146 0.3525
C 1.4342 3.0719 -2.8178
C 1.0264 4.3094 -2.3309
C 0.3880 4.3667 -1.1147
C 0.1418 3.1838 -0.4042
N 0.5952 2.0005 -0.8454
C 1.2155 1.9640 -2.0324
N -0.6334 3.3272 0.7438
C -1.3974 2.3552 1.0872
N -1.4202 1.0795 0.5594
C -2.5957 0.4857 0.9339
N -3.1244 -0.5952 0.4746
C -2.5270 -1.3222 -0.5335
C -3.3805 -2.1757 -1.2555
C -2.8809 -2.9568 -2.2662
C -1.5155 -2.9118 -2.5491
C -0.7319 -2.0780 -1.7924
N -1.2101 -1.2826 -0.8174
C -3.2671 1.3356 1.9470
C -4.4268 1.1562 2.6754
C -4.7873 2.1714 3.5542
C -4.0198 3.3299 3.6723
C -2.8679 3.5117 2.9154
C -2.5047 2.4859 2.0645
H 1.9422 2.9667 -3.7656
H 1.2074 5.2140 -2.8970
H 0.0392 5.2940 -0.6849
H 1.5646 0.9888 -2.3331
H -4.4243 -2.1864 -0.9792
H -3.5385 -3.6090 -2.8268
H -1.0693 -3.5195 -3.3229
H 0.3396 -2.0461 -1.9365
H -5.0187 0.2577 2.5648
H -5.6799 2.0656 4.1570
H -4.3324 4.1016 4.3639
H -2.2744 4.4132 2.9848
C 5.5766 -1.0835 -0.9222
Si 3.8346 -0.5707 -1.4530
C 4.1488 0.6213 -2.8954
C 3.1195 -2.1190 -2.2597
C 2.7670 0.0208 -0.0599
Si 3.3966 1.3494 1.0476
C 4.9774 0.9663 2.0111
C 2.1003 1.7315 2.3699
C 3.7646 2.9565 0.1379
H 6.1567 -1.4177 -1.7865
H 5.5456 -1.9093 -0.2058
H 6.1274 -0.2671 -0.4561
H 4.9908 0.2291 -3.4722
H 4.4134 1.6285 -2.5670
H 3.3078 0.7088 -3.5867
H 3.7987 -2.4887 -3.0324
H 2.1673 -1.9077 -2.7501
H 2.9547 -2.9205 -1.5360
H 2.6162 -0.9276 0.4566
H 4.8421 0.0912 2.6536
H 5.2474 1.8085 2.6544
H 5.8255 0.7671 1.3572
H 2.1406 1.0561 3.2238
H 1.0935 1.6433 1.9448
H 2.1693 2.7627 2.7239
H 4.4694 2.8061 -0.6834
H 4.2278 3.6540 0.8413
H 2.8785 3.4423 -0.2706
C -1.5452 -4.5273 1.2132
C -0.0855 -4.8173 0.9534
O 0.7750 -4.2198 1.9508
P 1.0840 -2.6590 1.9431
O 1.1024 -2.1910 0.4979
Te -0.3377 -1.1873 3.1011
O 2.5098 -2.6029 2.6221
C 3.6490 -3.2143 1.9606
C 4.3066 -4.1827 2.9103
H -2.1579 -5.0557 0.4805
H -1.7562 -3.4605 1.1305
H -1.8341 -4.8560 2.2115
H 0.2238 -4.4547 -0.0278
H 0.1291 -5.8827 1.0171
H 4.3099 -2.3940 1.6806
H 3.3198 -3.7104 1.0449
H 4.6102 -3.6739 3.8247
H 5.1939 -4.6130 2.4432
H 3.6221 -4.9895 3.1709
*
```

And the Löwdin charges, in e, turn out to be: Sc 0.796; C -0.054; C -0.057; C -0.008; C -0.318; N 0.055; C -0.145; N 0.176; C -0.300; N 0.002; C -0.353; N 0.171; C -0.317; C -0.004; C -0.055; C -0.052; C -0.128; N 0.047; C -0.109; C -0.001; C -0.069; C -0.069; C -0.001; C -0.095; H 0.108; H 0.111; H 0.114; H 0.077; H 0.115; H 0.111; H 0.109; H 0.081; H 0.117; H 0.103; H 0.103; H 0.117; C -0.177; Si 0.395; C -0.183; C -0.177; C -0.417; Si 0.387; C -0.175; C -0.187; C -0.157; H 0.029; H 0.017; H 0.011; H 0.030; H 0.016; H 0.016; H 0.034; H 0.006; H 0.021; H -0.056; H 0.026; H 0.030; H 0.007; H 0.017; H -0.043; H 0.047; H 0.021; H 0.035; H 0.007; C -0.074; C -0.251; O -0.248; P 0.100; O -0.478; Te 0.700; O -0.278; C -0.258; C -0.061; H 0.083; H 0.038; H 0.086; H 0.103; H 0.120; H 0.101; H 0.113; H 0.083; H 0.082; H 0.080

No. 2
The following is a quantum chemistry calculation of a cluster of 5 separate species, C29H42ClNO17 in total in a non-equilibrium geometry, from the Open Molecules 2025 dataset.

DFT total energy ... -79573.2026 eV
SMILES ... NC(=O)CC[C@]1(CC(=O)Cl)OC(=O)O[C@]1(CCCC(=O)O)COO.O=C1CCCO1.O=C1CCCO1.O=C1CCCO1.O=C1CCCO1
Gap between HOMO and LUMO ... 0.3558 Ha
Highest occupied orbital energy ... -9.6 eV

ORCA input file:
```
! RIJCOSX wB97M-V def2-TZVPD def2/J DEFGRID3
* xyz 0 1
N 2.2082 0.4547 -1.1124
C 1.2925 0.7547 -0.0743
O 0.3454 0.0385 0.1799
C 1.5074 1.9660 0.7756
C 1.8932 3.3275 0.1572
C 1.0460 3.8890 -0.9809
C 1.4643 3.5593 -2.4029
C 2.8934 3.9547 -2.7047
O 3.2197 5.0862 -2.9785
Cl 4.1552 2.6865 -2.7378
O 1.3348 5.3417 -0.8873
C 0.4756 5.8689 0.0002
O 0.4440 7.0122 0.3594
O -0.3853 4.8729 0.4145
C -0.4671 4.0284 -0.7173
C -1.2333 4.7411 -1.8515
C -2.3107 5.6960 -1.3481
C -3.6707 5.1095 -0.9530
C -4.2811 4.1031 -1.8723
O -4.8671 3.1303 -1.4420
O -4.1661 4.3141 -3.1970
C -1.1874 2.7118 -0.4860
O -0.8677 1.8671 -1.5880
O -2.0663 1.4847 -2.2672
H 1.6426 0.2378 -1.9232
H 2.6692 -0.4242 -0.9066
H 0.6633 2.0932 1.4248
H 2.3296 1.6980 1.4326
H 1.8971 4.0111 0.9852
H 2.9168 3.2753 -0.1805
H 0.8955 4.1749 -3.0757
H 1.2533 2.5361 -2.6606
H -0.5338 5.3571 -2.3993
H -1.6103 4.0289 -2.5638
H -2.4900 6.3956 -2.1521
H -1.9742 6.2857 -0.5116
H -4.3742 5.9228 -0.8459
H -3.6037 4.6225 0.0045
H -4.3704 3.4606 -3.5884
H -2.2566 2.8216 -0.4507
H -0.9097 2.1953 0.4209
H -1.8779 1.7386 -3.1753
O 4.6367 -2.1135 -1.5416
C 3.7713 -2.9386 -1.5342
O 2.6263 -2.7708 -0.8273
C 1.8087 -3.9588 -0.9207
C 2.2796 -4.6622 -2.1823
C 3.7561 -4.2808 -2.2350
H 1.9685 -4.5603 -0.0288
H 0.7609 -3.6704 -0.9750
H 2.0975 -5.7341 -2.1656
H 1.7649 -4.2442 -3.0503
H 4.3747 -4.9717 -1.6721
H 4.1233 -4.1898 -3.2538
O -2.2849 -4.1061 4.1851
C -2.0893 -3.2322 3.3919
O -1.0490 -2.3788 3.4810
C -1.1361 -1.3742 2.4429
C -2.0040 -1.9941 1.3620
C -2.9396 -2.8806 2.1837
H -1.5883 -0.4758 2.8665
H -0.1410 -1.1359 2.0894
H -2.5108 -1.2524 0.7484
H -1.3913 -2.6124 0.7039
H -3.8200 -2.3371 2.5304
H -3.2422 -3.7805 1.6556
O -3.1647 1.5614 2.1141
C -4.3050 1.2550 2.2950
O -4.6766 0.3519 3.2323
C -6.0920 0.1022 3.1467
C -6.6719 1.3275 2.4519
C -5.5223 1.7419 1.5338
H -6.2458 -0.8132 2.5709
H -6.4847 -0.0440 4.1494
H -7.6060 1.1229 1.9332
H -6.8590 2.1134 3.1845
H -5.5564 1.2294 0.5714
H -5.4713 2.8146 1.3762
O 3.5727 -6.4029 0.1541
C 4.7088 -6.5813 0.4864
O 5.6815 -5.6746 0.2535
C 6.9601 -6.1968 0.6627
C 6.6360 -7.2836 1.6791
C 5.2925 -7.8028 1.1670
H 7.4687 -6.5897 -0.2198
H 7.5536 -5.3876 1.0788
H 7.4101 -8.0440 1.7533
H 6.5052 -6.8392 2.6662
H 5.4118 -8.5901 0.4213
H 4.6394 -8.1448 1.9639
*
```

And the Löwdin charges, in e, turn out to be: N 0.140; C -0.475; O 0.083; C -0.076; C -0.049; C -0.283; C -0.072; C -0.742; O 0.061; Cl 0.662; O 0.084; C -0.532; O 0.181; O 0.105; C -0.329; C -0.074; C -0.130; C -0.081; C -0.526; O 0.089; O 0.121; C -0.077; O -0.141; O 0.016; H 0.092; H 0.067; H 0.110; H 0.138; H 0.130; H 0.110; H 0.123; H 0.107; H 0.125; H 0.114; H 0.122; H 0.112; H 0.133; H 0.118; H 0.122; H 0.121; H 0.108; H 0.099; O 0.119; C -0.482; O 0.004; C -0.144; C -0.150; C -0.069; H 0.111; H 0.119; H 0.114; H 0.116; H 0.096; H 0.126; O 0.111; C -0.495; O 0.032; C -0.147; C -0.149; C -0.070; H 0.116; H 0.099; H 0.113; H 0.109; H 0.114; H 0.121; O 0.120; C -0.480; O 0.018; C -0.152; C -0.148; C -0.075; H 0.124; H 0.125; H 0.116; H 0.118; H 0.130; H 0.118; O 0.122; C -0.473; O 0.021; C -0.142; C -0.149; C -0.067; H 0.129; H 0.127; H 0.116; H 0.119; H 0.133; H 0.127

No. 3
The following is a quantum chemistry calculation of a structure of composition C29H42IN7O5P2Ti in a non-equilibrium geometry, from the Open Molecules 2025 dataset.

DFT total energy ... -101224.0951 eV
Energy above the lowest of the compared OMol25 structures with the same formula, charge and spin ... 20.7 kJ/mol
Gap between HOMO and LUMO ... 0.2486 Ha
Highest occupied orbital energy ... -7.0 eV

ORCA input file:
```
! RIJCOSX wB97M-V def2-TZVPD def2/J DEFGRID3
* xyz 0 1
Ti 0.7241 0.0259 0.3992
O 0.1576 -1.4118 1.4894
C 0.3998 -1.7593 2.7251
C -0.5826 -2.4172 3.4800
C -0.3349 -2.7420 4.7958
C 0.8969 -2.4642 5.3986
C 1.8889 -1.8742 4.6511
C 1.6602 -1.5098 3.3157
C 2.7506 -1.0273 2.5105
N 2.6555 -0.6054 1.3018
C 3.9116 -0.3293 0.5876
C 3.6137 -0.2194 -0.9028
N 2.5120 0.7054 -0.9934
C 2.5915 1.7961 -1.6330
C 1.5672 2.8139 -1.4807
C 1.3542 3.8144 -2.4300
C 0.4120 4.7993 -2.2132
C -0.3012 4.8107 -1.0135
C -0.0887 3.8467 -0.0478
C 0.8382 2.8196 -0.2740
O 1.0553 1.9087 0.6610
H -1.5277 -2.6364 3.0003
H -1.1107 -3.2283 5.3745
H 1.0698 -2.7309 6.4319
H 2.8638 -1.6852 5.0869
H 3.7438 -1.1100 2.9622
H 4.6343 -1.1255 0.7800
H 4.3214 0.6183 0.9493
H 3.2880 -1.1764 -1.3112
H 4.4979 0.1227 -1.4512
H 3.4506 2.0072 -2.2785
H 1.9330 3.8048 -3.3472
H 0.2362 5.5620 -2.9595
H -1.0331 5.5892 -0.8353
H -0.6316 3.8489 0.8885
C -4.8365 0.1054 0.3372
N -3.5508 0.7395 0.1382
C -3.5298 2.1663 0.3704
P -2.3076 -0.0808 -0.6255
O -1.0490 0.6586 -0.1013
O -2.4689 -1.5308 -0.4093
P 0.3879 -2.0999 -2.2259
O 0.7635 -1.0957 -1.0359
N 1.6412 -1.5693 -3.3442
C 2.0356 -2.5586 -4.3368
C 1.2223 -0.3298 -3.9959
N 1.0887 -3.5622 -1.6795
C 1.7180 -3.7108 -0.3821
C 0.3506 -4.7544 -2.0674
N -2.2395 0.2586 -2.2706
C -2.0477 1.6319 -2.7011
C -3.1493 -0.4831 -3.1274
H -5.1863 0.2731 1.3629
H -4.7405 -0.9656 0.1749
H -5.6025 0.5043 -0.3403
H -3.8380 2.3898 1.3991
H -4.2115 2.7041 -0.3014
H -2.5240 2.5533 0.2273
H 2.4347 -3.4408 -3.8405
H 2.8129 -2.1342 -4.9773
H 1.2044 -2.8660 -4.9921
H 0.6593 0.2929 -3.2984
H 0.5818 -0.5100 -4.8718
H 2.0968 0.2375 -4.3308
H 2.2219 -2.7928 -0.0910
H 2.4587 -4.5166 -0.4234
H 0.9897 -3.9565 0.4015
H -0.2406 -4.5552 -2.9620
H -0.3338 -5.0928 -1.2790
H 1.0412 -5.5717 -2.2982
H -1.2855 2.1189 -2.0934
H -2.9733 2.2242 -2.6494
H -1.7095 1.6374 -3.7411
H -3.2330 -1.5043 -2.7626
H -2.7473 -0.5081 -4.1437
H -4.1497 -0.0276 -3.1688
I 0.7183 4.1262 5.5350
C -0.3143 2.6832 4.4473
C -1.6612 2.4433 4.6746
C -2.2913 1.4713 3.9157
C -1.5511 0.7778 2.9701
N -0.2619 1.0172 2.7556
C 0.3477 1.9538 3.4723
H -2.2027 3.0046 5.4243
H -3.3412 1.2500 4.0512
H -2.0044 0.0126 2.3504
H 1.3895 2.1406 3.2420
*
```

And the Löwdin charges, in e, turn out to be: Ti 1.138; O -0.173; C -0.338; C 0.001; C -0.065; C -0.090; C -0.039; C -0.146; C -0.061; N -0.022; C -0.164; C -0.183; N -0.021; C -0.068; C -0.143; C -0.041; C -0.095; C -0.074; C -0.014; C -0.328; O -0.219; H 0.127; H 0.107; H 0.099; H 0.113; H 0.141; H 0.124; H 0.130; H 0.099; H 0.126; H 0.142; H 0.114; H 0.099; H 0.106; H 0.117; C -0.115; N -0.295; C -0.115; P 0.371; O -0.375; O -0.292; P 0.906; O -0.524; N -0.388; C -0.164; C -0.170; N -0.391; C -0.120; C -0.164; N -0.299; C -0.114; C -0.126; H 0.077; H 0.072; H 0.079; H 0.075; H 0.082; H 0.054; H 0.063; H 0.076; H 0.074; H 0.048; H 0.077; H 0.077; H 0.047; H 0.083; H 0.086; H 0.058; H 0.080; H 0.077; H 0.058; H 0.083; H 0.083; H 0.070; H 0.076; H 0.080; I 0.871; C -0.719; C -0.131; C -0.042; C -0.114; N 0.056; C -0.198; H 0.098; H 0.110; H 0.110; H 0.101